(1)
30
Properties=species:S:1:pos:R:3:forces:R:3 method="wB97M-V/def2-TZVPD" homo_ev="-8.232 / -7.228" homo_lumo_gap_ha="0.2867 / 0.2229" charge=0
C 4.341098 -2.116514 2.517596 1.0 -1.7 1.5
C 4.160268 -2.639459 1.231011 -0.9 0.8 0.5
C 3.653480 -1.031282 2.961047 0.4 2.0 0.9
C 3.218064 -2.065274 0.383342 0.3 0.5 1.4
C 2.872364 -0.311081 2.108448 -0.3 -2.2 -3.4
C 2.589777 -0.853852 0.798135 -0.7 -0.3 -1.3
C 0.786496 1.007313 0.095242 0.1 -3.2 -2.5
C 1.642570 -0.283781 -0.193199 0.1 1.4 4.0
C -1.812544 2.528160 -1.578679 1.3 -1.0 0.3
C -3.910873 1.034435 0.181322 0.3 -0.5 0.3
C -1.773272 -0.586989 -1.628338 0.4 0.9 -0.2
Si -2.054579 0.990027 -0.443759 -1.4 -0.9 -0.7
P -0.647708 0.833851 1.263995 0.3 -0.2 0.0
H 4.911224 -2.531260 3.413901 -0.2 -0.2 -2.1
H 4.647423 -3.511439 0.908866 0.7 -1.1 -0.2
H 3.927452 -0.653694 3.960377 -0.6 -0.1 -0.5
H 2.929013 -2.584479 -0.524084 0.1 0.3 -0.1
H 2.401420 0.587715 2.199416 -1.0 2.4 1.4
H 1.463634 1.710793 0.376633 1.8 2.4 1.2
H 0.490601 1.267016 -0.934372 -0.2 0.3 0.4
H 1.311044 -0.908818 -0.962228 -0.3 -0.9 -1.1
H -1.739998 2.078505 -2.564713 0.6 -0.1 -0.3
H -2.647231 3.153858 -1.741712 -1.1 0.9 0.6
H -0.893264 3.122612 -1.361854 -0.8 -0.4 -0.2
H -4.009760 1.824115 0.976458 0.0 -0.3 -1.2
H -4.461109 1.236134 -0.768546 -0.1 0.2 1.0
H -4.388680 0.136763 0.682852 0.9 0.7 -0.8
H -2.053093 -1.507701 -1.125603 0.3 -0.1 0.4
H -2.567927 -0.528041 -2.422284 1.1 0.2 0.2
H -0.684587 -0.697145 -2.044168 -2.2 0.3 0.6



(2)
9
Properties=species:S:1:pos:R:3:forces:R:3 method="wB97M-V/def2-TZVPD" homo_ev=-4.719 de_lowest_kj_mol=45.3 homo_lumo_gap_ha=0.3069 charge=-1
C -1.717948 -0.015060 1.032482 -1.8 -2.7 -5.3
C -2.684896 -0.863753 0.317459 1.5 0.9 0.6
C -1.556444 -0.288424 -0.314179 -2.2 0.4 5.2
O 1.351454 -0.637979 -1.435998 0.5 1.1 1.6
O 2.926563 -0.680376 0.442000 0.4 -0.1 0.2
S 1.771460 -0.024249 -0.132210 -1.1 -1.6 -1.5
Br 2.659798 2.178689 -0.700506 0.3 0.7 -0.3
H -1.657273 0.384689 1.977998 0.8 1.0 1.7
H -1.092715 -0.053541 -1.187045 1.6 0.4 -2.2



(3)
111
Properties=species:S:1:pos:R:3:forces:R:3 method="wB97M-V/def2-TZVPD" smiles="CB(O)[C@@](C#N)([C@](C)(C#N)CCCI)P(=O)(O)O.C[C@@H]1COC(=O)O1.C[C@@H]1COC(=O)O1.C[C@@H]1COC(=O)O1.C[C@@H]1COC(=O)O1.C[C@@H]1COC(=O)O1.C[C@@H]1COC(=O)O1" homo_ev=-8.244 homo_lumo_gap_ha=0.3097 charge=0
C 4.116064 0.049634 -0.962721 -0.9 0.8 -0.7
B 2.623080 0.401630 -0.472427 1.7 -0.4 1.0
O 2.424290 0.378075 0.932648 -0.6 -0.5 -1.5
C 1.452615 0.799890 -1.527392 0.3 -1.4 -0.3
C 1.597409 -0.181818 -2.710338 -0.3 2.8 2.3
N 1.764878 -0.662264 -3.727611 0.1 -1.1 -1.1
C -0.017846 0.711042 -0.913650 -0.7 0.0 -0.2
C -0.296702 1.800407 0.189473 0.6 0.1 0.6
C -0.204264 -0.670979 -0.235208 1.2 2.6 -1.8
N -0.159946 -1.762886 0.089487 -0.2 -1.1 0.7
C -1.019281 0.726990 -2.140073 -1.0 -0.7 0.0
C -2.448195 1.292610 -1.830461 0.4 -0.2 -0.5
C -3.194197 0.570657 -0.671508 -0.2 0.6 -0.1
I -4.946084 1.808494 -0.199547 0.5 -0.5 0.1
P 1.829113 2.556794 -2.079434 -0.9 1.5 -0.2
O 0.614602 3.368861 -2.336200 0.7 -0.8 0.2
O 2.875971 2.571506 -3.347471 -0.5 0.0 2.3
O 2.630419 3.239234 -0.785832 -0.4 -1.0 -1.2
H 4.405530 -0.955766 -0.598290 -0.1 0.8 -0.3
H 4.757844 0.849151 -0.503243 -0.3 -0.9 -0.3
H 4.229542 0.121201 -2.070590 0.0 -0.2 0.8
H 2.218563 -0.539770 1.192247 0.1 0.4 0.2
H -0.886229 2.671277 -0.161328 0.2 -0.8 0.1
H -0.789986 1.289705 1.052417 0.2 0.7 -0.7
H 0.651496 2.215710 0.619736 -0.7 -0.6 -0.4
H -0.627552 1.260219 -3.038607 -0.1 -0.2 1.0
H -1.152698 -0.332674 -2.465152 0.3 0.9 0.3
H -3.054773 1.147396 -2.757557 0.5 0.2 0.8
H -2.347384 2.395545 -1.690579 -0.3 -0.9 0.2
H -2.621532 0.502788 0.275177 -0.5 0.0 -0.6
H -3.620846 -0.416471 -0.950251 0.5 0.7 0.1
H 3.302985 3.451673 -3.282371 0.0 -0.5 -0.3
H 1.955032 3.751886 -0.299699 0.3 -0.2 -0.3
C 7.389703 0.194832 3.920856 -0.2 -0.1 0.4
C 6.955793 -0.736008 2.810908 0.5 0.6 0.5
C 6.045960 -0.110196 1.794193 0.0 0.3 -0.6
O 5.328700 -1.246147 1.296751 0.1 -0.5 0.8
C 5.299195 -2.160538 2.305852 -0.1 -0.3 0.1
O 4.631517 -3.146982 2.301376 0.1 0.2 0.0
O 6.131954 -1.794397 3.319805 -0.4 -0.2 -0.5
H 7.785966 -0.374317 4.763920 0.1 0.0 -0.1
H 8.153393 0.883905 3.572188 0.0 -0.1 0.0
H 6.546149 0.777059 4.300573 0.0 -0.1 -0.1
H 7.831746 -1.192703 2.340071 -0.1 0.0 -0.1
H 6.585764 0.387795 0.994882 -0.1 -0.2 -0.1
H 5.322461 0.587860 2.226974 0.1 -0.1 0.1
C -1.100003 -4.947953 -5.419248 0.2 0.0 0.3
C -2.102956 -3.817292 -5.416157 0.5 -0.8 -0.1
C -1.781706 -2.697649 -6.366084 -0.1 0.1 -0.5
O -2.441314 -1.588862 -5.750520 0.0 -0.1 0.4
C -2.480244 -1.848888 -4.417030 -0.1 0.1 0.2
O -2.795700 -1.057101 -3.583825 -0.1 -0.4 -0.4
O -2.106349 -3.131805 -4.159247 -0.3 0.6 -0.1
H -1.215781 -5.564709 -4.526651 -0.1 0.0 -0.1
H -1.226759 -5.576967 -6.301678 -0.1 0.0 0.0
H -0.075987 -4.568140 -5.410809 -0.1 0.1 0.0
H -3.111334 -4.210421 -5.583373 0.0 0.1 0.0
H -2.165816 -2.869395 -7.371010 -0.1 0.2 0.1
H -0.713403 -2.471223 -6.424661 0.0 -0.2 0.1
C 9.245061 5.936771 1.712611 -0.1 0.0 -0.3
C 9.273927 4.545565 2.302280 0.0 1.0 -0.1
C 10.627497 3.892557 2.291823 0.4 0.0 0.4
O 10.285661 2.503667 2.284272 -0.4 -0.1 -0.2
C 9.073050 2.402673 1.680079 -0.1 -0.1 -0.3
O 8.569964 1.374628 1.344878 0.3 0.4 0.0
O 8.510174 3.629119 1.507636 0.2 -0.6 0.2
H 8.221420 6.231198 1.476409 0.0 0.0 0.2
H 9.669018 6.662125 2.408296 0.0 -0.1 0.0
H 9.810945 5.982807 0.779526 0.0 -0.1 0.1
H 8.839667 4.555945 3.307355 0.1 -0.1 0.0
H 11.226023 4.140975 3.167289 0.0 -0.2 0.0
H 11.206540 4.107538 1.389597 -0.1 0.1 0.0
C -4.055428 -2.839668 2.508786 -0.5 0.2 -0.2
C -3.682886 -1.632898 3.338366 0.1 -0.8 -0.6
C -3.988177 -1.771735 4.803090 0.2 -0.2 0.4
O -4.145545 -0.408216 5.203725 -0.1 0.2 -0.3
C -4.572267 0.276340 4.105168 -0.2 0.3 -0.2
O -4.972381 1.396972 4.123695 0.1 -0.3 0.1
O -4.479840 -0.495633 2.985638 0.1 0.4 0.6
H -4.092724 -2.578649 1.448981 0.2 0.0 0.0
H -3.330776 -3.645350 2.648119 0.1 0.1 0.0
H -5.048600 -3.217353 2.780262 0.6 0.4 -0.2
H -2.632955 -1.368881 3.166996 0.0 0.1 0.1
H -3.183817 -2.250216 5.361373 0.0 0.2 0.1
H -4.925413 -2.298778 5.002193 0.0 -0.1 -0.2
C -6.431689 7.775637 -3.067376 -0.2 0.0 -0.3
C -6.353364 6.372844 -2.509548 -0.1 0.9 -0.2
C -4.985686 5.752103 -2.575519 0.4 -0.1 0.4
O -5.291455 4.357791 -2.601839 -0.4 0.1 -0.3
C -6.522690 4.237285 -3.172157 -0.1 -0.4 -0.1
O -7.011144 3.209351 -3.514268 0.1 0.3 0.1
O -7.119857 5.459302 -3.299742 0.3 -0.5 0.1
H -7.468642 8.051411 -3.265761 0.0 0.0 0.2
H -6.002563 8.495879 -2.369143 0.0 -0.1 0.0
H -5.896139 7.854436 -4.016207 0.0 -0.1 0.1
H -6.756165 6.351624 -1.491385 0.1 -0.1 0.0
H -4.366566 5.996630 -1.712701 0.0 -0.2 0.0
H -4.439228 6.000559 -3.490136 -0.1 0.1 0.0
C -5.283847 -8.631133 1.555018 -0.3 0.1 -0.2
C -4.936427 -7.489327 2.482202 0.0 -0.7 -0.6
C -5.300448 -7.723100 3.921844 0.3 -0.2 0.4
O -5.462994 -6.388199 4.406698 -0.1 0.2 -0.3
C -5.840737 -5.628891 3.342678 -0.3 0.2 0.0
O -6.233728 -4.506904 3.419576 -0.3 -0.7 0.3
O -5.709571 -6.322129 2.178917 0.0 0.4 0.6
H -5.276695 -8.296531 0.516603 0.2 0.0 0.1
H -4.573386 -9.451473 1.666198 0.0 0.1 0.0
H -6.286659 -9.013955 1.757321 0.0 0.1 0.1
H -3.879307 -7.225932 2.371944 0.0 0.0 0.1
H -4.522917 -8.246342 4.477154 0.0 0.2 0.1
H -6.249146 -8.251899 4.049486 0.0 0.0 -0.2



(4)
39
Properties=species:S:1:pos:R:3:forces:R:3 method="wB97M-V/def2-TZVPD" smiles="CCOC(=O)CC[P@@](=O)(O)[C@@H](O)c1ccc(OC)cc1" homo_ev=-8.433 homo_lumo_gap_ha=0.3342 charge=0
C 0.685778 -2.181673 4.727748 -0.2 0.0 -0.4
C -0.556568 -2.136162 3.850739 -0.1 0.2 0.6
H -1.243210 -2.948759 4.094797 0.0 0.1 -0.1
H -1.065212 -1.172975 3.955541 0.0 -0.2 0.0
O -0.231984 -2.332263 2.470934 0.0 -0.3 -0.1
C 0.189657 -1.280436 1.790361 0.5 -0.2 -0.4
O 0.368841 -0.184006 2.265258 0.1 0.2 0.3
C 0.402907 -1.608829 0.330812 0.0 0.1 0.2
C -0.941352 -1.614049 -0.390227 -0.4 0.5 0.1
P -2.075722 -0.193612 -0.064062 0.1 -0.2 0.3
O -3.270169 -0.219914 -0.919362 -0.2 0.1 -0.6
O -2.460199 -0.463014 1.483075 0.4 -0.2 -0.1
H -3.325933 -0.081947 1.648160 -0.3 0.1 0.2
H -0.797708 -1.658913 -1.469736 0.0 0.0 0.0
H -1.537962 -2.480462 -0.091508 0.0 0.1 0.0
H 0.861454 -2.595253 0.246751 0.0 0.1 0.0
H 1.063231 -0.856084 -0.100672 0.0 -0.1 0.1
H 1.351677 -1.360450 4.474558 0.0 0.0 0.0
H 0.396994 -2.090612 5.770705 0.0 0.0 0.1
H 1.213436 -3.121935 4.586258 0.0 -0.1 0.0
C -1.217548 1.490279 -0.041499 -0.5 -0.6 -0.2
C 0.021812 1.429766 -0.888589 0.0 0.1 -0.2
C -0.090270 0.970112 -2.193099 0.1 0.2 0.2
C 1.022731 0.856188 -3.007190 0.3 -0.1 -0.3
C 2.277174 1.208846 -2.517046 0.0 0.0 0.1
C 2.387806 1.682449 -1.209315 0.1 -0.1 -0.2
C 1.272460 1.793262 -0.404815 -0.1 0.0 -0.1
H 1.371037 2.166003 0.603062 0.0 0.0 0.1
H 3.364443 1.960502 -0.846401 0.1 0.0 0.0
O 3.441233 1.129631 -3.220401 -0.1 0.1 0.3
C 3.393426 0.686617 -4.554548 0.0 -0.1 -0.2
H 2.774248 1.342650 -5.174639 0.0 0.0 0.0
H 3.019424 -0.340180 -4.625298 0.0 0.0 0.0
H 4.421362 0.719235 -4.912177 -0.1 0.0 0.0
H 0.899709 0.496951 -4.016591 0.0 0.0 -0.1
H -1.067238 0.702842 -2.572512 -0.1 0.0 -0.1
O -1.056853 1.962878 1.252589 0.3 0.3 0.4
H -0.453077 1.365604 1.730563 -0.2 0.1 0.0
H -1.956476 2.148564 -0.520492 0.1 -0.2 0.0